[1]
Here is C4H7N2S2 as an isolated structure in a non-equilibrium geometry from the Open Molecules 2025 dataset. Energies are from ωB97M-V/def2-TZVPD.

ORCA input file:
```
! wB97M-V def2-TZVPD RIJCOSX def2/J DEFGRID3
* xyz 1 1
C 0.8744 0.9535 -0.3021
C 1.0006 -1.3112 -0.7168
C -0.4425 0.7299 0.4644
C -1.2073 -0.4981 -0.1298
N 1.2996 -0.0083 -1.0320
N -0.1364 -1.6696 -0.2496
S 2.4782 0.7375 -2.8555
S 2.3190 2.6834 -3.0482
H 1.4790 1.8354 -0.2127
H -0.1965 0.6391 1.5728
H -0.8247 1.6910 0.3079
H -2.0140 -0.7530 0.5577
H -1.4489 -0.3263 -1.1681
H -0.3553 -2.6779 0.1018
H 3.6977 0.8924 -2.1398
*
```

Results
* strongest force on any atom: 0.06140 Eh/bohr
* HOMO level (alpha / beta): -12.34 / -12.70 eV
* Kohn-Sham gap (alpha / beta): 6.0 / 6.5 eV
* energy above the lowest of the compared OMol25 structures with the same formula, charge and spin: 5.2731 eV


[2]
Here is a 2-piece molecular cluster, C13H11BFNO6 overall in a non-equilibrium geometry from the Open Molecules 2025 dataset. Energies are from ωB97M-V/def2-TZVPD.

ORCA input file:
```
! wB97M-V def2-TZVPD RIJCOSX def2/J DEFGRID3
* xyz 0 1
N 1.2502 -1.3337 2.0500
B 0.2058 -0.4642 1.3077
O 0.3167 1.0116 1.2878
C -0.9811 -1.3266 0.5198
C -2.4355 -1.4635 1.3063
C -3.6571 -2.3279 0.6322
C -3.3987 -3.0801 -0.8265
C -1.9263 -2.9033 -1.5999
C -0.6724 -2.0210 -0.9327
C 0.7376 -1.9652 -1.7675
O 1.6140 -0.9582 -1.7916
C 1.0724 -3.2946 -2.7213
C -0.0313 -4.0774 -3.3532
C -1.6144 -3.6343 -3.0661
O -2.5655 -3.8718 -3.9753
H 1.6761 -1.9017 1.2609
H 0.6418 -2.0394 2.5601
H 1.3243 1.1823 1.2846
H -2.6604 -0.9748 2.3683
H -4.7096 -2.4713 1.1652
H -4.2366 -3.7461 -1.3405
H 2.2308 -3.5098 -2.8726
H 0.2796 -4.9914 -4.0250
O 2.3964 2.4486 1.7904
C 2.1330 3.6179 1.5641
O 1.5464 4.4610 2.4678
C 1.5360 5.7420 1.8703
C 1.6097 5.4213 0.4166
F 2.2749 6.3865 -0.2570
O 2.3800 4.2415 0.3780
H 2.4011 6.3137 2.2225
H 0.6252 6.2883 2.1301
H 0.6369 5.2414 -0.0533
*
```

Results
* strongest force on any atom: 0.15903 Eh/bohr
* HOMO level: -8.89 eV
* Kohn-Sham gap: 7.2 eV


Number 1: molecular weight 147.25 g/mol, E_tot -28900.525 eV. Number 2: molecular weight 307.04 g/mol, E_tot -30817.790 eV.